No. 1
Density functional theory data (ωB97M-V/def2-TZVPD) for C14H15F4N5Ti as an isolated structure.

Computed properties:
Highest occupied orbital energy (alpha / beta)   -0.4428 / -0.4467 hartree
LUMO (alpha / beta)   -0.1457 / -0.1327 Ha
Gap between HOMO and LUMO (alpha / beta)   8.1 / 8.5 eV
<S²>   0.754
Relative energy (zero: lowest compared OMol25 entry of this formula, charge and spin)   21.9 kJ/mol

```
! RIJCOSX wB97M-V def2-TZVPD def2/J DEFGRID3
* xyz 1 2
Ti -0.770 0.735 -0.322
C -0.135 -1.541 -3.114
C 0.989 -0.872 -2.346
N 0.677 0.503 -1.831
C 0.073 1.422 -2.852
C -1.184 2.091 -2.258
C 1.910 1.081 -1.167
C 2.026 0.604 0.278
N 0.701 0.854 0.854
C 0.321 0.654 2.197
C -0.973 1.044 2.526
F -1.708 1.591 1.485
C -1.537 0.874 3.763
F -2.786 1.272 3.973
C -0.788 0.298 4.771
C 0.501 -0.088 4.476
F 1.262 -0.639 5.414
C 1.057 0.078 3.214
F 2.312 -0.323 2.990
H 0.049 -2.615 -3.134
H -1.112 -1.399 -2.653
H -0.186 -1.206 -4.149
H 1.268 -1.459 -1.473
H 1.882 -0.785 -2.969
H 0.800 2.173 -3.155
H -0.210 0.861 -3.736
H -0.995 2.580 -1.282
H -1.521 2.925 -2.867
H -2.040 1.401 -2.172
H 2.792 0.831 -1.757
H 1.799 2.165 -1.165
H 2.305 -0.447 0.343
H 2.809 1.177 0.775
H -1.199 0.154 5.761
N -1.415 -5.513 0.212
C -1.627 -4.405 0.440
N -1.870 -3.139 0.766
C -1.769 -2.040 0.271
N -1.708 -0.895 -0.109
*
```

These are the Mulliken partial charges, in e, on atoms 1 to 6: 0.3573, -1.3821, -0.4944, 0.4638, -0.4389, -1.0832


No. 2
Density functional theory data (ωB97M-V/def2-TZVPD) for C14H15FeN2O3 as an isolated structure.

Computed properties:
Highest occupied orbital energy (alpha / beta)   -0.3237 / -0.4260 hartree
LUMO (alpha / beta)   -0.0915 / -0.1749 Ha
Gap between HOMO and LUMO (alpha / beta)   6.3 / 6.8 eV
<S²>   6.105

```
! RIJCOSX wB97M-V def2-TZVPD def2/J DEFGRID3
* xyz 1 5
O 0.104 -3.026 -4.959
C 0.199 -2.406 -3.974
Fe -0.122 -1.410 -2.587
C -1.389 -0.348 -3.345
O -2.420 0.131 -3.592
C -1.382 -2.604 -2.252
O -2.321 -3.287 -2.175
C -0.217 0.017 0.458
C 0.193 -1.313 0.944
C 0.677 -2.337 0.224
C 0.954 -2.480 -1.200
C 1.760 -1.512 -1.877
C 1.401 -0.157 -1.646
C 0.209 0.215 -1.000
H -1.311 -0.026 0.359
H -0.032 -1.511 2.008
H 0.762 -3.285 0.765
H 1.042 -3.533 -1.494
H 2.581 -1.816 -2.538
H 1.980 0.594 -2.212
H -0.331 1.086 -1.399
C -2.142 2.307 1.363
C -0.750 2.020 1.824
N 0.116 1.105 1.398
C 1.328 1.157 2.203
C 1.094 2.299 3.174
N -0.242 2.723 2.823
H -2.489 3.225 1.869
H -2.204 2.494 0.278
H -2.848 1.508 1.659
H 1.460 0.225 2.745
H 2.215 1.354 1.600
H 1.105 2.007 4.228
H 1.787 3.134 3.050
H -0.767 3.448 3.277
*
```

These are the Mulliken partial charges, in e, on atoms 1 to 6: -0.3041, 0.1009, 0.2361, 0.4742, -0.2745, 0.2064


No. 3
Density functional theory data (ωB97M-V/def2-TZVPD) for C14H15IrN2O5S as an isolated structure.

Computed properties:
Highest occupied orbital energy   -0.5904 hartree
LUMO   -0.2951 Ha
Gap between HOMO and LUMO   8.0 eV
Relative energy (zero: lowest compared OMol25 entry of this formula, charge and spin)   16.2 kJ/mol

```
! RIJCOSX wB97M-V def2-TZVPD def2/J DEFGRID3
* xyz 2 1
Ir -0.548 0.187 -0.792
O 1.987 -2.916 -1.914
C 1.318 -1.919 -1.428
O 0.151 -1.641 -1.757
C 2.026 -1.086 -0.417
C 3.322 -1.183 0.049
C 3.771 -0.188 0.921
C 2.946 0.879 1.265
C 1.659 0.910 0.760
N 1.235 -0.078 -0.021
C 0.639 2.016 0.958
O 0.871 2.990 1.598
O -0.553 1.791 0.329
H 1.475 -3.401 -2.584
H 3.967 -1.991 -0.266
H 4.781 -0.236 1.305
H 3.281 1.688 1.902
C -2.634 3.393 -1.700
S -3.341 1.760 -1.644
C -3.732 1.675 0.093
O -2.154 0.795 -1.918
H -3.446 4.103 -1.538
H -2.233 3.534 -2.702
H -1.864 3.497 -0.939
H -4.470 2.457 0.277
H -2.838 1.848 0.694
H -4.188 0.707 0.290
C -3.447 -2.858 1.371
C -3.428 -2.752 -0.014
C -2.581 -1.846 -0.613
N -1.776 -1.065 0.125
C -1.772 -1.163 1.465
C -2.603 -2.046 2.119
H -4.106 -3.563 1.860
H -4.063 -3.366 -0.637
H -2.535 -1.719 -1.687
H -1.096 -0.505 1.994
H -2.579 -2.093 3.198
*
```

These are the Mulliken partial charges, in e, on atoms 1 to 6: 2.2524, -0.3820, 0.3504, -0.7470, 0.5190, -0.5775


Repeat the first record exactly.
Density functional theory data (ωB97M-V/def2-TZVPD) for C14H15F4N5Ti as an isolated structure.

Computed properties:
Highest occupied orbital energy (alpha / beta)   -0.4428 / -0.4467 hartree
LUMO (alpha / beta)   -0.1457 / -0.1327 Ha
Gap between HOMO and LUMO (alpha / beta)   8.1 / 8.5 eV
<S²>   0.754
Relative energy (zero: lowest compared OMol25 entry of this formula, charge and spin)   21.9 kJ/mol

```
! RIJCOSX wB97M-V def2-TZVPD def2/J DEFGRID3
* xyz 1 2
Ti -0.770 0.735 -0.322
C -0.135 -1.541 -3.114
C 0.989 -0.872 -2.346
N 0.677 0.503 -1.831
C 0.073 1.422 -2.852
C -1.184 2.091 -2.258
C 1.910 1.081 -1.167
C 2.026 0.604 0.278
N 0.701 0.854 0.854
C 0.321 0.654 2.197
C -0.973 1.044 2.526
F -1.708 1.591 1.485
C -1.537 0.874 3.763
F -2.786 1.272 3.973
C -0.788 0.298 4.771
C 0.501 -0.088 4.476
F 1.262 -0.639 5.414
C 1.057 0.078 3.214
F 2.312 -0.323 2.990
H 0.049 -2.615 -3.134
H -1.112 -1.399 -2.653
H -0.186 -1.206 -4.149
H 1.268 -1.459 -1.473
H 1.882 -0.785 -2.969
H 0.800 2.173 -3.155
H -0.210 0.861 -3.736
H -0.995 2.580 -1.282
H -1.521 2.925 -2.867
H -2.040 1.401 -2.172
H 2.792 0.831 -1.757
H 1.799 2.165 -1.165
H 2.305 -0.447 0.343
H 2.809 1.177 0.775
H -1.199 0.154 5.761
N -1.415 -5.513 0.212
C -1.627 -4.405 0.440
N -1.870 -3.139 0.766
C -1.769 -2.040 0.271
N -1.708 -0.895 -0.109
*
```

These are the Mulliken partial charges, in e, on atoms 1 to 6: 0.3573, -1.3821, -0.4944, 0.4638, -0.4389, -1.0832